## P
74
Properties=species:S:1:pos:R:3:mulliken_spin:R:1 method="wB97M-V/def2-TZVPD" lumo_ev="-1.16 / -1.16" s_squared=0.75 multiplicity=2 total_charge=0
Ir -0.264 -0.592 0.135 0.85
O 2.545 0.336 2.910 0.00
C 2.170 0.193 1.769 0.00
O 1.554 -0.777 1.224 0.00
C 2.442 1.371 0.814 0.00
C 1.996 2.640 1.144 0.00
C 2.101 3.674 0.243 0.00
C 2.687 3.443 -1.007 0.00
C 3.183 2.209 -1.284 0.00
N 3.086 1.200 -0.368 0.00
H 1.513 2.759 2.103 0.00
H 1.722 4.654 0.496 0.00
H 2.754 4.220 -1.754 0.00
H 3.688 1.971 -2.206 0.00
Cl -0.033 5.084 -4.045 0.00
C -0.180 3.989 -2.698 0.00
C -0.522 4.475 -1.469 0.00
C -0.627 3.620 -0.360 0.00
I -1.180 4.380 1.496 0.00
C -0.367 2.255 -0.452 -0.01
O -0.360 1.471 0.574 0.01
C -0.040 1.755 -1.769 -0.01
N 0.176 0.415 -1.863 0.07
C 0.390 -0.123 -3.038 -0.01
C 0.457 0.644 -4.216 0.01
C 0.301 1.998 -4.144 -0.01
C 0.037 2.602 -2.892 0.02
H -0.710 5.533 -1.349 0.00
H 0.536 -1.198 -3.055 0.00
H 0.639 0.149 -5.160 0.00
H 0.363 2.616 -5.028 0.00
F 3.060 -0.896 -1.359 0.00
C 3.813 -0.052 -0.696 0.00
F 4.299 -0.603 0.393 0.00
F 4.848 0.282 -1.476 0.00
C -0.635 -4.292 3.192 0.00
C 0.051 -3.342 2.242 0.00
O -0.271 -3.762 0.895 0.01
P -0.275 -2.720 -0.331 0.05
O -1.485 -3.328 -1.187 0.00
C -2.778 -3.484 -0.567 0.01
C -3.122 -4.953 -0.495 0.00
O 0.941 -3.181 -1.268 -0.02
C 1.132 -4.571 -1.597 0.00
C 2.485 -5.014 -1.089 0.00
H -0.425 -3.998 4.222 0.00
H -0.285 -5.314 3.044 0.00
H -1.715 -4.266 3.042 0.00
H 1.135 -3.357 2.364 0.00
H -0.285 -2.315 2.390 -0.01
H -3.488 -2.925 -1.175 0.00
H -2.773 -3.043 0.432 0.00
H -3.131 -5.395 -1.492 0.00
H -4.110 -5.084 -0.051 0.00
H -2.392 -5.481 0.119 0.00
H 1.063 -4.655 -2.682 0.00
H 0.334 -5.171 -1.160 0.00
H 3.275 -4.387 -1.504 0.00
H 2.677 -6.049 -1.377 0.00
H 2.522 -4.943 -0.002 0.00
O -2.189 -0.437 -0.451 0.02
C -2.911 -0.420 0.635 -0.02
O -2.430 -0.560 1.755 0.03
C -4.382 -0.268 0.422 0.00
C -4.913 -0.140 -0.857 0.00
C -6.283 -0.014 -1.029 0.00
C -7.124 -0.014 0.076 0.00
C -6.595 -0.138 1.354 0.00
C -5.226 -0.265 1.527 0.00
H -4.241 -0.137 -1.705 0.00
H -6.696 0.086 -2.025 0.00
H -8.194 0.085 -0.059 0.00
H -7.251 -0.135 2.215 0.00
H -4.786 -0.362 2.511 0.00


## Q
74
Properties=species:S:1:pos:R:3:mulliken_spin:R:1 method="wB97M-V/def2-TZVPD" lumo_ev="-2.26 / -1.83" s_squared=0.79 multiplicity=2 total_charge=0
Ir 0.207 -0.040 -0.969 0.58
O 2.820 -2.133 -3.762 0.01
C 2.162 -1.695 -2.833 0.00
O 1.296 -0.790 -2.873 0.11
C 2.375 -2.342 -1.449 0.02
C 3.263 -3.401 -1.315 0.01
C 3.402 -3.990 -0.072 0.00
C 2.647 -3.501 0.984 0.00
C 1.791 -2.436 0.754 -0.02
N 1.659 -1.879 -0.437 0.06
H 3.811 -3.723 -2.187 0.00
H 4.079 -4.820 0.069 0.00
H 2.720 -3.932 1.969 0.00
H 1.191 -2.026 1.548 0.01
Cl -3.659 0.609 -7.041 0.00
C -3.060 0.130 -5.503 0.00
C -3.615 -0.970 -4.877 0.00
C -3.144 -1.382 -3.645 0.00
I -3.938 -3.048 -2.674 0.00
C -2.084 -0.735 -2.969 0.02
O -1.635 -1.158 -1.875 0.02
C -1.535 0.432 -3.633 -0.02
N -0.563 1.080 -2.988 0.18
C 0.033 2.107 -3.539 -0.01
C -0.346 2.596 -4.796 0.01
C -1.370 1.980 -5.471 -0.01
C -2.001 0.857 -4.902 0.02
H -4.412 -1.515 -5.359 0.00
H 0.837 2.552 -2.974 0.01
H 0.170 3.445 -5.217 0.00
H -1.695 2.331 -6.441 0.00
F -0.495 3.167 -0.790 0.00
C -0.931 1.974 -0.313 0.01
F -2.256 1.933 -0.643 0.00
F -0.919 2.119 1.049 0.00
C -0.144 0.744 4.306 0.00
C 0.248 -0.453 3.454 0.00
O -0.862 -0.953 2.716 -0.02
P -1.180 -0.860 1.112 0.02
O -2.723 -0.433 1.205 -0.01
C -3.272 0.533 2.097 0.00
C -3.892 -0.164 3.299 0.00
O -1.346 -2.389 0.700 -0.01
C -2.169 -3.310 1.420 0.00
C -1.304 -4.284 2.204 0.00
H 0.734 1.107 4.834 0.00
H -0.907 0.477 5.033 0.00
H -0.529 1.536 3.671 0.00
H 0.579 -1.282 4.093 0.00
H 1.054 -0.172 2.776 0.00
H -4.023 1.076 1.518 0.00
H -2.509 1.235 2.438 0.00
H -4.685 -0.833 2.979 0.00
H -4.305 0.568 3.991 0.00
H -3.123 -0.738 3.809 0.00
H -2.765 -3.839 0.671 0.00
H -2.840 -2.767 2.090 0.00
H -0.634 -4.811 1.530 0.00
H -1.934 -5.008 2.715 0.00
H -0.709 -3.745 2.938 0.00
O 1.952 1.645 -1.042 0.03
C 2.102 1.657 0.199 0.01
O 1.544 0.782 0.914 -0.03
C 2.896 2.727 0.856 0.00
C 4.013 3.282 0.241 0.00
C 4.728 4.272 0.893 0.00
C 4.314 4.731 2.135 0.00
C 3.179 4.202 2.729 0.00
C 2.475 3.194 2.096 0.00
H 4.315 2.930 -0.735 0.00
H 5.610 4.695 0.431 0.00
H 4.880 5.501 2.639 0.00
H 2.845 4.578 3.684 0.00
H 1.585 2.770 2.538 0.00


Which one sits at the top of the stability order? P does.


## P
11
Properties=species:S:1:pos:R:3:mulliken_charge:R:1 method="wB97M-V/def2-TZVPD" lumo_ev=0.57 multiplicity=1 total_charge=0
C 0.900 0.005 -0.001 1.01
C 0.130 1.173 0.011 -0.35
C 0.140 -1.155 0.008 -0.38
H 2.750 0.835 0.241 0.23
H 2.750 -0.856 0.149 0.22
H 0.602 2.162 0.062 0.33
H 0.578 -2.148 0.013 0.36
N 2.277 -0.006 -0.077 -0.49
N -1.194 1.136 -0.010 -0.22
N -1.848 -0.008 -0.011 -0.49
N -1.192 -1.141 0.016 -0.22


## Q
11
Properties=species:S:1:pos:R:3:mulliken_charge:R:1 method="wB97M-V/def2-TZVPD" lumo_ev="0.20 / 0.20" multiplicity=1 total_charge=0
N 0.159 -0.086 -1.900 -0.41
C 0.107 -0.148 -0.570 0.45
C -0.983 -0.391 0.372 -0.10
N -0.992 0.229 1.541 -0.56
C 0.246 0.671 1.715 0.03
N 1.220 0.315 0.868 -0.31
N 0.954 -0.874 0.148 -0.46
H -0.344 0.679 -2.308 0.26
H 1.047 -0.275 -2.353 0.29
H -1.795 -1.044 0.080 0.40
H 0.497 1.331 2.522 0.41


## R
11
Properties=species:S:1:pos:R:3:mulliken_charge:R:1 method="wB97M-V/def2-TZVPD" lumo_ev=-0.11 multiplicity=1 total_charge=0
C -1.487 0.332 -0.014 0.00
C 0.918 0.831 -0.102 -0.13
C 1.887 -0.152 0.057 -0.16
H -2.019 -1.468 -0.143 0.34
H -1.669 1.355 0.615 0.24
H 0.744 1.826 -0.504 0.37
H 2.947 0.177 0.464 0.29
N -2.349 -0.580 0.077 -0.52
N -0.182 0.183 -0.243 0.45
N 1.295 -1.341 0.045 -0.45
N -0.085 -1.164 -0.252 -0.42


Which one sits at the top of the stability order? P does.


## P
11
Properties=species:S:1:pos:R:3:mulliken_charge:R:1 method="wB97M-V/def2-TZVPD" lumo_ev=-0.27 multiplicity=1 total_charge=0
N -1.145 -1.266 -0.477 -0.38
C -0.463 -0.150 -0.186 0.24
C 0.902 -0.183 0.417 -0.15
N 0.967 0.893 1.422 -0.47
C 0.733 1.714 0.506 0.57
N -0.129 2.129 -0.356 -0.49
N -0.957 1.000 -0.556 -0.38
H -0.863 -2.159 -0.135 0.19
H -2.018 -1.187 -0.955 0.23
H 1.359 -1.092 0.760 0.40
H 1.614 0.302 -0.439 0.24


## Q
11
Properties=species:S:1:pos:R:3:mulliken_charge:R:1 method="wB97M-V/def2-TZVPD" lumo_ev=0.32 multiplicity=1 total_charge=0
C -0.102 0.160 0.647 0.18
C -0.533 -0.461 -0.584 0.27
C 1.441 0.126 -1.415 0.06
H -1.977 0.494 1.748 0.26
H -1.044 -1.014 2.083 0.25
H -1.649 -0.789 -0.439 0.27
H 2.161 0.137 -2.266 0.35
N -1.060 -0.068 1.738 -0.54
N 0.196 -0.352 -1.587 -0.58
N 1.779 0.807 -0.417 -0.33
N 0.788 0.960 0.494 -0.21


Which one sits at the top of the stability order? Q does.


## P
11
Properties=species:S:1:pos:R:3:mulliken_charge:R:1 method="wB97M-V/def2-TZVPD" lumo_ev=-0.47 multiplicity=1 total_charge=0
C -0.352 0.288 1.327 0.17
C -0.037 -1.426 -0.406 0.12
C 0.225 0.538 -1.081 -0.05
H -0.253 2.402 1.064 0.27
H -0.869 -0.552 1.811 0.31
H 0.044 -2.484 0.322 0.26
H 0.509 1.662 -1.131 0.22
N -0.032 1.485 1.837 -0.59
N -0.078 -0.200 0.030 0.00
N 0.230 -1.536 -1.653 -0.38
N 0.613 -0.176 -2.120 -0.35


## Q
11
Properties=species:S:1:pos:R:3:mulliken_charge:R:1 method="wB97M-V/def2-TZVPD" lumo_ev=0.62 multiplicity=1 total_charge=0
C 0.986 0.686 -0.275 -0.55
C 0.464 -0.620 -0.824 -0.43
C -0.235 0.745 0.508 0.34
H 1.926 0.399 0.276 0.21
H 1.126 1.353 -0.967 0.33
H 0.958 -1.619 -0.528 0.26
H 0.366 -0.752 -1.839 0.33
N -0.658 -0.444 0.069 0.54
N -1.824 -0.911 0.598 -0.52
N -2.011 0.064 1.497 -0.15
N -1.099 1.101 1.486 -0.36


## R
11
Properties=species:S:1:pos:R:3:mulliken_charge:R:1 method="wB97M-V/def2-TZVPD" lumo_ev=0.44 multiplicity=1 total_charge=0
C 1.514 -0.574 -0.077 0.08
C -0.447 0.966 0.013 0.08
C -2.017 -0.492 0.072 -0.12
H 2.089 1.105 -0.083 0.23
H 1.768 -1.666 -0.052 0.35
H 0.155 1.804 0.025 0.33
H -3.011 -0.812 0.103 0.43
N 2.490 0.204 0.097 -0.50
N 0.079 -0.244 -0.057 0.59
N -1.737 0.869 -0.045 -0.60
N -0.882 -1.160 0.005 -0.85


Which one sits at the top of the stability order? R does.